1.
Entry from the OMol25 dataset: a molecular structure, C18H17FN4O3S2 (wB97M-V/def2-TZVPD).

Last column: Mulliken charge in e.
Element x y z (Å)
O: -2.14279 -0.18021 1.81216  -0.674
C: -1.00512 0.18145 2.05364  -0.692
N: -0.03025 -0.63291 2.49176  0.095
H: 0.92537 -0.32394 2.35283  0.385
C: -0.24943 -2.06613 2.55627  -1.370
C: -0.05218 -2.76192 1.23264  0.666
C: -1.07360 -3.52140 0.67879  -0.460
C: -0.90977 -4.14522 -0.54740  -0.638
C: 0.29206 -3.99098 -1.21239  0.601
C: 1.32652 -3.23965 -0.68472  -0.784
C: 1.14925 -2.62982 0.54351  -0.122
H: 1.94063 -2.02239 0.95242  0.455
H: 2.24996 -3.13791 -1.23244  0.464
F: 0.45422 -4.58206 -2.41740  -0.353
H: -1.69519 -4.73936 -0.98729  0.414
H: -2.01072 -3.62327 1.20477  0.298
H: 0.44597 -2.46871 3.29859  0.400
H: -1.27528 -2.21898 2.90034  0.406
C: -0.69395 1.67936 2.11701  0.583
N: 0.64754 2.20042 1.86719  -0.058
S: 1.71082 1.63990 0.70522  1.280
O: 2.76134 2.61134 0.63319  -0.779
O: 2.09362 0.30410 1.06861  -0.669
C: 0.87788 1.64410 -0.88075  -0.046
C: 1.13581 2.64582 -1.77583  -0.372
C: 0.44496 2.72909 -2.99981  -0.695
C: -0.52783 1.82406 -3.33666  -0.697
C: -0.81504 0.78751 -2.43545  0.510
N: -1.73080 -0.18007 -2.54279  -0.758
S: -1.67052 -1.10525 -1.23719  0.339
N: -0.48591 -0.35625 -0.46609  0.092
C: -0.08785 0.68443 -1.19459  0.079
H: -1.07428 1.88904 -4.26354  0.472
H: 0.68764 3.53360 -3.67674  0.412
H: 1.89069 3.37320 -1.52093  0.552
C: 0.43916 3.63821 1.79447  -0.956
C: -0.87857 3.84264 1.02747  -0.624
H: -1.42880 4.69615 1.41858  0.407
H: -0.68410 4.01861 -0.03052  0.234
C: -1.63643 2.52355 1.23455  -0.658
H: -1.82173 2.01264 0.29041  0.164
H: -2.59678 2.66079 1.72611  0.545
H: 1.30411 4.09725 1.32322  0.437
H: 0.35235 4.01578 2.81753  0.407
H: -0.89815 1.93519 3.17073  0.704

Atoms 1-2, force components in eV/Å:
O -0.2 0.0 0.1
C 0.1 0.1 0.5

The calculation puts the calculated total energy at -2037.1102 a.u. As for the HOMO-LUMO gap: 8.0 eV. The calculation puts the LUMO energy at -1.057 eV.

2.
Entry from the OMol25 dataset: a single C21H27NO2 molecule (wB97M-V/def2-TZVPD).

Last column: Mulliken charge in e.
Element x y z (Å)
O: 0.58393 2.41846 2.66802  -0.696
C: 0.44643 2.45171 1.46424  0.421
N: 1.10527 1.64095 0.61328  0.222
H: 0.90029 1.70399 -0.37182  0.300
C: 1.94112 0.53687 1.03867  -0.557
C: 3.38940 0.75383 0.58607  -1.046
H: 3.72941 1.68047 1.05636  0.431
H: 4.00227 -0.04964 0.99146  0.501
C: 3.64356 0.88418 -0.91518  -0.924
H: 4.70534 1.11844 -1.03342  0.380
C: 3.33122 -0.34266 -1.77721  -0.596
C: 3.83838 -1.67337 -1.20621  -0.694
H: 4.64753 -1.49164 -0.49787  0.398
H: 4.26256 -2.26231 -2.02330  0.321
C: 2.76003 -2.54116 -0.55307  -0.831
H: 1.95516 -2.70009 -1.27582  0.311
C: 2.14835 -2.03128 0.75423  -0.958
C: 1.27471 -0.77954 0.60894  -0.269
H: 0.37985 -0.88937 1.22653  0.271
H: 0.92454 -0.69479 -0.42059  0.441
H: 1.52637 -2.83975 1.14584  0.326
H: 2.93384 -1.85606 1.49004  0.431
H: 3.20462 -3.51906 -0.34761  0.395
H: 2.25976 -0.41453 -1.96235  0.299
H: 3.79977 -0.17245 -2.75013  0.437
H: 3.08562 1.73826 -1.30687  0.379
H: 1.94174 0.57971 2.13467  0.361
C: -0.48799 3.43669 0.75862  -0.695
C: -1.28797 2.75727 -0.29869  -0.136
C: -1.44714 3.10267 -1.60106  -0.686
O: -2.23612 2.23095 -2.28068  -0.453
C: -2.60212 1.27520 -1.39202  -0.506
C: -3.40585 0.16599 -1.62956  -1.577
C: -3.62390 -0.66251 -0.55235  0.758
C: -3.06500 -0.40733 0.71211  0.385
C: -2.27141 0.68813 0.94802  -0.508
C: -2.04019 1.54531 -0.12995  1.804
H: -1.84431 0.89014 1.91826  0.502
C: -3.46403 -1.48598 1.67734  -0.868
H: -3.70974 -1.09494 2.66416  0.388
H: -2.64025 -2.19642 1.79354  0.236
C: -4.66409 -2.15186 0.98882  -0.696
H: -4.75558 -3.20730 1.24033  0.345
H: -5.58196 -1.64769 1.29503  0.280
C: -4.43546 -1.92421 -0.51268  -0.878
H: -5.36748 -1.84090 -1.07119  0.367
H: -3.85688 -2.74538 -0.94583  0.276
H: -3.83211 -0.02136 -2.60215  0.462
H: -1.06570 3.93511 -2.16086  0.477
H: 0.10701 4.24284 0.32383  0.354
H: -1.14277 3.86640 1.52006  0.317

Atoms 1-2, force components in eV/Å:
O -0.1 0.0 0.5
C -0.1 0.3 -0.4

The calculation puts the relative energy (zero: lowest compared OMol25 entry of this formula, charge and spin) at 0.000 eV. The calculation puts the calculated total energy at -1021.6838 a.u. Its structure (SMILES) is O=C(Cc1coc2cc3c(cc12)CCC3)NC1CCCCCCC1. As for the HOMO-LUMO gap: 9.0 eV. The calculation puts the LUMO energy at 0.675 eV.

3.
Entry from the OMol25 dataset: a molecular structure, C5H9NO (wB97M-V/def2-TZVPD).

Last column: Mulliken charge in e.
Element x y z (Å)
C: -2.12344 -0.44051 0.09033  -1.101
C: -0.98298 0.46401 0.32694  0.372
C: 1.36747 -0.23244 -0.27525  0.824
N: 2.41085 0.49325 -0.85688  -0.534
C: 0.31181 0.62730 0.23580  -0.493
C: 1.42257 -1.56524 -0.10271  -1.183
O: -1.36982 1.90411 0.85797  -0.515
H: -1.91174 1.80220 1.65542  0.296
H: 3.03009 -0.04165 -1.44641  0.225
H: 2.14519 1.37636 -1.26278  0.251
H: -0.01975 1.88275 0.69921  0.384
H: -2.59895 -0.74480 1.02617  0.322
H: -1.73851 -1.33045 -0.40817  0.290
H: -2.87354 0.03344 -0.54640  0.314
H: 0.66002 -2.08657 0.45154  0.296
H: 2.27073 -2.14176 -0.44479  0.252

Atoms 1-2, force components in eV/Å:
C 0.2 -0.1 -0.1
C -0.5 2.1 0.8

The calculation puts the relative energy (zero: lowest compared OMol25 entry of this formula, charge and spin) at 4.483 eV. The calculation puts the calculated total energy at -325.7728 a.u. As for the HOMO-LUMO gap: 8.7 eV. The calculation puts the LUMO energy at 0.833 eV.

4.
Entry from the OMol25 dataset: a molecular structure, C3H7FOS (wB97M-V/def2-TZVPD).

Last column: Mulliken charge in e.
Element x y z (Å)
C: -0.68142 -0.51884 0.85777  -0.468
C: 0.32498 0.58853 0.44491  -0.298
C: 1.14209 -0.08567 -0.53633  -0.232
H: -1.21288 -0.66256 -1.54969  0.156
H: -1.05809 -0.45302 2.07522  0.337
H: -0.17035 -1.62289 0.66986  0.297
H: 1.00842 0.75654 1.24491  0.435
H: -0.96339 1.37155 -0.65327  0.404
H: 2.00984 0.61141 -0.69913  0.288
H: 0.60247 -0.02962 -1.56173  0.183
O: -0.20776 1.72120 -0.00729  -0.555
F: 1.47457 -1.23771 -0.06335  -0.281
S: -2.26848 -0.43893 -0.22188  -0.268

Atoms 1-2, force components in eV/Å:
C -1.7 -2.2 2.9
C -1.1 -2.4 1.8

The calculation puts the relative energy (zero: lowest compared OMol25 entry of this formula, charge and spin) at 3.491 eV. The calculation puts the calculated total energy at -691.6704 a.u. As for the HOMO-LUMO gap: 9.6 eV. The calculation puts the LUMO energy at 0.031 eV.

What did the second record say?
Entry from the OMol25 dataset: a single C21H27NO2 molecule (wB97M-V/def2-TZVPD).

Last column: Mulliken charge in e.
Element x y z (Å)
O: 0.58393 2.41846 2.66802  -0.696
C: 0.44643 2.45171 1.46424  0.421
N: 1.10527 1.64095 0.61328  0.222
H: 0.90029 1.70399 -0.37182  0.300
C: 1.94112 0.53687 1.03867  -0.557
C: 3.38940 0.75383 0.58607  -1.046
H: 3.72941 1.68047 1.05636  0.431
H: 4.00227 -0.04964 0.99146  0.501
C: 3.64356 0.88418 -0.91518  -0.924
H: 4.70534 1.11844 -1.03342  0.380
C: 3.33122 -0.34266 -1.77721  -0.596
C: 3.83838 -1.67337 -1.20621  -0.694
H: 4.64753 -1.49164 -0.49787  0.398
H: 4.26256 -2.26231 -2.02330  0.321
C: 2.76003 -2.54116 -0.55307  -0.831
H: 1.95516 -2.70009 -1.27582  0.311
C: 2.14835 -2.03128 0.75423  -0.958
C: 1.27471 -0.77954 0.60894  -0.269
H: 0.37985 -0.88937 1.22653  0.271
H: 0.92454 -0.69479 -0.42059  0.441
H: 1.52637 -2.83975 1.14584  0.326
H: 2.93384 -1.85606 1.49004  0.431
H: 3.20462 -3.51906 -0.34761  0.395
H: 2.25976 -0.41453 -1.96235  0.299
H: 3.79977 -0.17245 -2.75013  0.437
H: 3.08562 1.73826 -1.30687  0.379
H: 1.94174 0.57971 2.13467  0.361
C: -0.48799 3.43669 0.75862  -0.695
C: -1.28797 2.75727 -0.29869  -0.136
C: -1.44714 3.10267 -1.60106  -0.686
O: -2.23612 2.23095 -2.28068  -0.453
C: -2.60212 1.27520 -1.39202  -0.506
C: -3.40585 0.16599 -1.62956  -1.577
C: -3.62390 -0.66251 -0.55235  0.758
C: -3.06500 -0.40733 0.71211  0.385
C: -2.27141 0.68813 0.94802  -0.508
C: -2.04019 1.54531 -0.12995  1.804
H: -1.84431 0.89014 1.91826  0.502
C: -3.46403 -1.48598 1.67734  -0.868
H: -3.70974 -1.09494 2.66416  0.388
H: -2.64025 -2.19642 1.79354  0.236
C: -4.66409 -2.15186 0.98882  -0.696
H: -4.75558 -3.20730 1.24033  0.345
H: -5.58196 -1.64769 1.29503  0.280
C: -4.43546 -1.92421 -0.51268  -0.878
H: -5.36748 -1.84090 -1.07119  0.367
H: -3.85688 -2.74538 -0.94583  0.276
H: -3.83211 -0.02136 -2.60215  0.462
H: -1.06570 3.93511 -2.16086  0.477
H: 0.10701 4.24284 0.32383  0.354
H: -1.14277 3.86640 1.52006  0.317

Atoms 1-2, force components in eV/Å:
O -0.1 0.0 0.5
C -0.1 0.3 -0.4

The calculation puts the relative energy (zero: lowest compared OMol25 entry of this formula, charge and spin) at 0.000 eV. The calculation puts the calculated total energy at -1021.6838 a.u. Its structure (SMILES) is O=C(Cc1coc2cc3c(cc12)CCC3)NC1CCCCCCC1. As for the HOMO-LUMO gap: 9.0 eV. The calculation puts the LUMO energy at 0.675 eV.